The following is a DFT calculation (ωB97M-V/def2-TZVPD) of C38H37NO9TeTi as an isolated structure.

```
87
Properties=species:S:1:pos:R:3
C -1.112 1.809 4.907
C 4.496 0.537 0.095
C -0.295 -5.301 -2.305
O 0.916 -0.648 1.180
Te 1.277 2.694 2.157
H 2.853 -0.092 2.749
H -1.684 -4.040 -6.014
C 0.825 0.167 -1.509
C -1.282 0.367 5.394
C -0.660 -4.628 -3.472
O -1.579 -1.043 2.663
C -2.970 3.414 -1.223
C 1.435 -1.019 -1.128
C -0.016 -0.433 5.071
C -2.562 -0.074 4.601
H -3.381 -0.308 5.277
H 0.716 3.261 -0.928
C -0.582 -4.745 -1.074
C -2.202 2.720 5.470
C -2.474 0.641 -1.149
C -2.311 2.858 -0.126
C 0.713 0.491 -2.855
H -1.447 0.302 6.468
C 1.552 -1.427 0.309
H 2.221 -2.236 -4.189
H 1.796 4.503 -0.344
C 3.604 2.053 -1.504
C 3.746 0.469 2.471
C -1.241 -3.078 -5.740
H -0.151 -3.162 -5.774
H -1.568 -2.319 -6.448
H -3.885 3.034 -3.128
H 0.443 0.839 -0.754
C 2.720 2.563 -0.559
C -2.062 1.498 -0.084
H 6.053 1.180 -2.675
H -4.262 1.926 5.242
C -2.130 -0.720 -1.061
H 3.572 2.446 -2.516
H -3.336 1.010 2.812
H -3.469 0.620 -3.068
C -1.577 -2.825 -2.140
H -1.946 3.468 0.691
C -1.296 -3.406 -3.390
H -1.952 3.766 5.302
C 1.745 3.625 -0.990
C 4.481 1.020 -1.204
C -2.379 -1.272 3.671
C 5.367 0.433 -2.270
C -3.373 2.602 -2.277
Ti -0.248 0.315 2.196
C -2.845 1.186 3.765
H -0.430 -5.063 -4.435
H 4.769 0.048 -3.099
H 3.851 1.269 3.206
O -2.988 -2.304 3.846
H -3.156 4.480 -1.254
O 0.431 -1.232 5.864
H -1.439 -3.098 -0.012
C -3.128 1.239 -2.246
N -2.158 -1.563 -2.137
H 4.604 -0.200 2.547
C 1.212 -0.371 -3.818
O 0.539 -0.113 3.933
H -1.737 -1.109 -0.137
O -1.376 0.955 0.916
C 3.646 1.035 1.082
O 2.182 -2.394 0.655
H 1.121 -0.121 -4.869
H 1.945 3.931 -2.018
C 1.942 -1.882 -2.097
C 2.724 2.035 0.741
H 0.228 1.417 -3.142
C -3.435 2.292 4.636
O -1.505 1.685 3.515
H 0.213 -6.253 -2.374
H -0.095 2.191 4.949
H -2.332 2.564 6.541
H 5.178 -0.267 0.355
H 2.403 -2.807 -1.775
H -0.297 -5.252 -0.162
C -1.227 -3.516 -0.987
H -3.797 3.110 4.015
C 1.832 -1.559 -3.438
H 5.960 -0.392 -1.874
O -1.678 -2.651 -4.471
H -2.250 -1.148 -3.052
```

lowest unoccupied orbital energy (spin up / spin down)	2.29 / 2.16	eV
relative energy (zero: lowest compared OMol25 entry of this formula, charge and spin)	0.6	kJ/mol
2S+1	2
HOMO energy (spin up / spin down)	-3.58 / -4.60	eV
<S²>	0.781
Kohn-Sham gap (spin up / spin down)	5.872 / 6.753	eV
electronic energy	-90340.5233	eV
charge	-1

The following is a DFT calculation (ωB97M-V/def2-TZVPD) of CH4N2O2S in the gas phase at a distorted geometry.

```
10
Properties=species:S:1:pos:R:3
N -0.211 1.093 0.382
C 0.337 -0.033 -0.023
O -1.488 1.205 -0.343
N -0.465 -1.027 -0.216
S 2.000 -0.068 -0.014
H -2.211 1.465 0.384
H 0.038 -1.973 -0.252
H -2.186 -1.128 -0.469
O -1.664 -1.139 0.292
H 0.285 1.922 -0.062
```

lowest unoccupied orbital energy	0.36	eV
relative energy (zero: lowest compared OMol25 entry of this formula, charge and spin)	376.9	kJ/mol
2S+1	1
HOMO energy	-8.52	eV
Kohn-Sham gap	8.883	eV
electronic energy	-19008.0180	eV

The following is a DFT calculation (ωB97M-V/def2-TZVPD) of a 11-piece molecular cluster, C30H48Cl6O31S4 overall at a distorted geometry.

```
119
Properties=species:S:1:pos:R:3
O -0.691 -1.058 2.186
H 10.234 -3.220 -5.468
H 0.749 7.519 9.782
O 4.958 10.431 -1.685
H 11.290 -2.943 -6.896
O -1.729 7.014 6.510
C -4.359 8.163 -0.282
C 3.115 6.467 -1.639
H -2.380 -2.769 9.083
O 3.334 9.584 -0.380
O -1.007 -0.930 -8.486
C 9.704 -0.686 -7.073
H 2.295 6.009 -1.086
H 1.457 -12.331 4.696
O -7.807 -2.061 0.853
H 3.052 6.056 -2.647
O -8.009 0.515 0.942
H -3.275 -6.312 -6.875
O 9.626 -0.961 -4.803
H 4.034 6.212 -1.113
O 0.437 -0.814 -10.667
O -6.585 6.526 -1.779
C 11.045 -2.622 -5.884
H 3.213 7.746 0.537
O -4.816 6.744 -3.646
H -0.872 -9.001 5.663
C -7.131 0.441 -1.186
H 10.265 -0.082 -7.787
O 0.648 -10.074 3.308
C 2.734 7.908 -1.659
H 2.403 -10.932 5.212
C 0.145 -9.055 5.275
H 9.347 -1.586 -7.573
H 0.107 7.767 6.926
C -4.393 -2.869 8.065
C 4.680 -7.200 -5.645
H 11.850 -2.683 -5.152
C 1.411 -11.384 5.232
C -3.373 -2.319 9.069
H -2.271 -0.439 8.848
C -3.296 -0.803 8.910
O -3.838 -0.344 10.166
O -8.133 -0.524 -1.156
H 0.185 -1.668 -2.172
C 8.622 -0.242 -5.136
H -4.410 6.263 0.745
O 0.371 -8.096 4.214
C -3.882 6.705 -0.100
H 0.368 5.786 9.979
H 1.320 6.401 8.606
Cl -5.062 -4.723 -6.434
Cl -3.040 -5.915 -4.618
H 1.172 -11.708 6.245
C -4.260 -1.363 10.957
H 5.361 -8.044 -5.527
C 10.576 -1.132 -5.863
H 1.678 -0.095 -1.063
H -7.443 1.320 -1.749
O 1.461 -1.012 0.683
H 11.391 -0.416 -5.748
O 1.279 -2.036 -8.519
O -3.878 -2.508 10.347
O 3.781 8.565 -2.268
O -1.206 5.483 7.964
Cl -4.880 -7.719 -6.060
C 2.692 8.363 -0.195
H -5.315 8.311 0.221
H -3.802 -0.402 8.032
C -1.710 5.700 6.788
O 1.287 -8.230 2.098
H -6.028 0.073 0.725
H 1.070 -1.452 -12.488
O -4.133 5.960 -1.284
H -3.856 -3.021 7.129
H -1.681 7.080 9.269
C -0.895 6.754 8.588
H 1.100 -3.391 -11.166
H -3.573 8.871 -0.018
O -4.790 8.253 -1.646
H 0.867 -8.925 6.081
H 1.673 8.637 0.080
C 0.323 -1.679 -1.091
C 0.280 -10.420 4.627
O -0.066 1.095 0.919
H -5.232 -2.222 7.810
S -0.060 -0.393 1.018
O -10.105 -0.932 0.448
H -6.543 1.809 0.412
H -6.272 0.026 -1.714
C 0.096 -2.993 -11.312
C -0.877 7.700 7.390
O 7.813 0.137 -4.305
H -0.682 -10.932 4.626
C 0.473 6.602 9.263
C 0.771 -8.694 3.132
O -2.287 4.838 6.080
H 1.750 8.038 -2.109
H 2.488 -1.720 -1.003
S 0.070 -1.613 -9.267
Cl 3.063 -7.827 -6.230
O -4.868 -1.289 12.074
H -0.383 -3.701 -11.988
S -8.620 -0.896 0.368
H -2.813 6.724 0.114
H 0.150 -2.703 -0.761
O -0.574 -2.842 -10.147
H -1.157 8.716 7.669
C 0.243 -1.613 -11.796
S -5.197 6.764 -2.242
O 8.571 -0.024 -6.453
Cl 5.474 -6.092 -6.729
H -4.738 -3.879 8.287
C -3.999 -6.155 -6.075
C 4.088 9.618 -1.481
H -0.690 -1.229 -12.206
Cl 4.688 -6.463 -3.981
C -6.773 0.749 0.306
C 1.665 -1.102 -0.645
O -0.648 -0.933 -0.403
```

lowest unoccupied orbital energy	-0.04	eV
relative energy (zero: lowest compared OMol25 entry of this formula, charge and spin)	0.0	kJ/mol
2S+1	1
HOMO energy	-10.66	eV
Kohn-Sham gap	10.615	eV
electronic energy	-213827.7135	eV

The following is a DFT calculation (ωB97M-V/def2-TZVPD) of C20H27F3N4O3 in the gas phase at a distorted geometry.

```
57
Properties=species:S:1:pos:R:3
C -4.811 -0.055 -0.856
H -2.029 3.117 -1.363
C 1.720 -2.430 0.122
C 4.466 -0.666 -1.667
O 5.406 1.240 -0.131
F -5.753 1.054 -0.197
C -2.283 2.959 -0.259
C -3.220 -0.373 1.200
N -0.077 3.295 0.251
O 1.370 1.549 -0.116
H 0.712 3.879 0.456
H 3.654 -1.042 1.669
H -1.953 -0.870 2.773
C -2.830 -2.593 1.739
C -1.367 3.968 0.474
C -3.949 -0.895 0.017
H -3.545 -4.086 0.479
H 3.539 -3.100 -0.048
N 1.075 -1.129 -0.234
H 5.117 0.813 1.959
C -0.115 -1.262 -0.845
H -2.002 -3.151 2.268
H 5.395 -1.226 -1.438
H 4.070 -0.730 -2.555
C -0.754 0.307 -1.478
F -5.756 -0.538 -1.738
H 5.212 -1.467 0.755
H -1.664 3.833 1.404
C 4.769 0.823 -1.474
H 3.850 1.321 -1.346
C -4.304 -2.144 -0.216
H 1.101 -3.450 -0.290
H -2.449 1.314 2.263
C 0.270 2.083 0.101
N 3.529 -1.203 -0.286
H -1.345 5.100 0.229
H 1.814 -2.303 1.290
C 2.958 -2.473 -0.534
C -2.773 -1.109 2.116
F -4.008 0.586 -1.743
C -0.879 1.210 -0.024
H 5.547 1.086 -2.168
H -0.805 0.356 0.827
C -3.169 1.315 1.270
H 3.736 1.048 0.948
H -3.950 1.837 1.366
H -3.347 3.368 0.021
H -4.783 -2.555 -0.988
H -1.632 0.072 -1.744
O -0.862 -2.266 -0.951
C -3.555 -3.206 0.714
C 4.531 0.730 0.813
C 4.316 -1.035 0.697
H 1.381 -0.300 -0.019
H -0.022 0.387 -1.934
N -2.329 1.578 0.158
H 2.783 -2.570 -1.737
```

lowest unoccupied orbital energy	0.42	eV
relative energy (zero: lowest compared OMol25 entry of this formula, charge and spin)	1836.6	kJ/mol
2S+1	1
HOMO energy	-8.20	eV
Kohn-Sham gap	8.626	eV
electronic energy	-41415.7473	eV